Entry 1:
12
Properties=species:S:1:pos:R:3 method="wB97M-V/def2-TZVPD" relative_energy_ev=4.169 total_charge=0 e_tot_ev=-7221.4217 orbital_gap_ha=0.379
C -0.90797 -0.28182 -0.76910
C 0.19451 -0.12277 0.21800
C -0.47443 -1.71881 -0.77892
C 1.00813 1.21053 1.43577
N 0.67435 -1.31611 0.11356
N -1.56010 0.57780 -1.47967
H -1.24239 -2.37042 -0.25165
H -0.03817 -2.10095 -1.79930
H 0.41855 0.95190 2.36144
H 0.78572 2.25088 1.30917
H 1.98041 0.90689 1.32763
H -2.14922 0.06080 -2.09746



Entry 2:
12
Properties=species:S:1:pos:R:3 method="wB97M-V/def2-TZVPD" relative_energy_ev=4.483 total_charge=0 e_tot_ev=-7221.1080 orbital_gap_ha=0.362 smiles="C=C=N/N=C/C"
C 0.99972 -1.16558 1.12137
C -0.19004 -0.31515 0.82243
C -0.54577 0.98837 -2.00156
N -0.23993 0.97793 1.19658
N -1.10193 1.57487 0.36888
C -0.91058 0.94813 -0.74246
H -1.14525 -0.83006 0.70822
H 1.10658 -1.92144 0.33999
H 1.91166 -0.57084 1.16686
H 0.86491 -1.69028 2.07216
H -0.34203 1.93250 -2.49399
H -0.40733 0.07154 -2.55849



Entry 3:
12
Properties=species:S:1:pos:R:3 method="wB97M-V/def2-TZVPD" relative_energy_ev=3.735 total_charge=0 e_tot_ev=-7221.8559 orbital_gap_ha=0.318
C -2.20468 0.22044 0.21068
C 0.59171 0.11342 0.44547
C 0.33544 -1.32829 0.53522
C -1.36953 1.30708 0.25276
N -2.78182 -0.76324 0.17293
N 1.65702 0.73505 0.46232
H 1.06349 -1.67263 1.36920
H 0.59506 -1.73791 -0.46346
H -0.80224 -1.58833 0.66228
H -1.39001 1.73769 1.18880
H -1.37641 1.99442 -0.66190
H 1.99207 1.71277 0.60137



Entry 4:
12
Properties=species:S:1:pos:R:3 method="wB97M-V/def2-TZVPD" relative_energy_ev=2.119 total_charge=0 e_tot_ev=-7223.4716 orbital_gap_ha=0.399 smiles="C=CC#N.C=N"
N 0.31764 2.37436 1.22726
C 0.50129 1.23995 1.38259
C 1.06011 -1.11235 0.87271
C 0.78915 -0.12633 1.72767
C -1.15301 0.58801 -1.72365
N -0.72961 -0.60309 -1.61894
H 0.97063 -1.01292 -0.20556
H 1.33829 -2.08265 1.27483
H 0.81051 -0.29943 2.79800
H -0.69369 1.36854 -1.11254
H -1.96242 0.90189 -2.39259
H -1.24888 -1.23599 -2.22977



Entry 5:
12
Properties=species:S:1:pos:R:3 method="wB97M-V/def2-TZVPD" relative_energy_ev=6.079 total_charge=0 e_tot_ev=-7219.5123 orbital_gap_ha="0.320 / 0.321"
C 2.42895 -0.27521 0.20074
C 1.09389 0.05945 0.46936
C 0.10747 0.14985 -0.68211
C -2.16683 -0.45819 -0.06091
N 3.47337 -0.62204 -0.04735
N 0.65336 1.30845 -0.13781
H 0.61072 -0.05843 1.51536
H 0.29354 -0.33342 -1.57211
H -2.07867 -1.24447 -0.70771
H -2.71660 0.21004 -0.50532
H -1.75783 -0.58454 0.98907
H 0.05864 1.84849 0.53878



Entry 6:
12
Properties=species:S:1:pos:R:3 method="wB97M-V/def2-TZVPD" relative_energy_ev=5.810 total_charge=0 e_tot_ev=-7219.7814 orbital_gap_ha=0.348
C -1.74700 -0.25981 -0.10112
C -0.31237 0.19689 -0.13377
C 0.64290 1.28098 -0.71289
C 0.79336 -0.21382 -0.98668
N -1.52646 -0.78428 1.05803
N -0.26472 -0.29991 1.39352
H 0.37508 1.94285 -1.58347
H 1.36815 1.75391 0.07244
H 1.75711 -0.60148 -0.44701
H 0.63175 -0.72674 -1.90155
H -2.20768 -1.33795 1.63915
H 0.48986 -0.95065 1.70335



Entry 7:
12
Properties=species:S:1:pos:R:3 method="wB97M-V/def2-TZVPD" relative_energy_ev=4.263 total_charge=0 e_tot_ev=-7221.3280 orbital_gap_ha=0.330
N -1.32532 0.85885 -0.19157
C -1.16027 0.36645 -1.38166
C 0.22194 -0.29546 -1.36008
C 0.79979 -0.18277 0.04027
C -0.08919 0.52808 0.93418
N -0.00273 -0.91745 1.03745
H 0.10197 -1.35220 -1.63322
H 0.87555 0.15915 -2.11393
H 1.86986 -0.08812 0.15968
H -1.99196 1.21883 0.45129
H 0.30379 1.12787 1.79307
H 0.57493 -1.24130 1.81303



Entry 8:
12
Properties=species:S:1:pos:R:3 method="wB97M-V/def2-TZVPD" relative_energy_ev=3.911 total_charge=0 e_tot_ev=-7221.6799 orbital_gap_ha=0.360 smiles=N1[C@H]2[C@@H]1[C@H]1N[C@@H]21
N 0.55953 0.60076 -1.11081
C -0.61530 -0.17106 -0.67835
C 0.73287 -0.66369 -0.39607
C 0.52784 -0.38613 1.12486
N 0.13527 0.98019 1.39170
C -0.84971 0.08267 0.84571
H 0.73275 0.43238 -2.09647
H -1.34612 -0.52503 -1.38900
H 1.23409 -1.51397 -0.83610
H 0.93610 -0.98695 1.92503
H 0.48019 1.60112 0.66099
H -1.78203 -0.10495 1.36501



Entry 9:
12
Properties=species:S:1:pos:R:3 method="wB97M-V/def2-TZVPD" relative_energy_ev=3.632 total_charge=0 e_tot_ev=-7221.9593 orbital_gap_ha=0.337 smiles="C1=CNC=NC1"
C 0.77711 -0.08520 -1.15499
C -0.68957 -0.65996 -0.87382
C -1.29283 -0.44129 0.17356
C 0.74752 0.84461 0.97913
H 0.78190 0.27706 -2.16793
H 1.56782 -0.88722 -1.04741
H -1.23092 -1.04057 -1.66919
H -2.26550 -0.79693 0.73842
H -0.58686 0.16322 2.07041
H 1.19294 1.30033 1.95471
N -0.45661 0.46204 1.03670
N 1.45500 0.86393 -0.03960



Entry 10:
12
Properties=species:S:1:pos:R:3 method="wB97M-V/def2-TZVPD" relative_energy_ev=1.395 total_charge=0 e_tot_ev=-7224.1963 orbital_gap_ha=0.415 smiles=N#CC1(N)CC1
N 0.44766 1.12772 1.01622
C 0.26501 0.06414 0.07126
C -1.04003 0.06289 -0.70670
C -0.77412 -0.97951 0.33441
C 1.45873 -0.37857 -0.63200
N 2.28917 -0.47354 -1.42180
H 1.14639 0.84761 1.69516
H 0.78031 1.97353 0.55670
H -1.04154 -0.22066 -1.75584
H -1.73258 0.86178 -0.44379
H -1.25838 -0.90182 1.29588
H -0.54062 -1.98357 -0.00951



Entry 11:
12
Properties=species:S:1:pos:R:3 method="wB97M-V/def2-TZVPD" relative_energy_ev=3.804 total_charge=0 e_tot_ev=-7221.7871 orbital_gap_ha=0.306
N 0.87010 1.37543 0.84112
C 0.71108 0.75726 -0.31924
C -1.28106 -0.10678 -0.64769
C -1.10517 -1.19359 0.13901
C 1.62174 -0.31801 -0.59473
N 2.37392 -1.10933 -1.00500
H 1.44734 1.05357 1.61780
H 0.32256 2.21108 1.02340
H -1.17170 -0.16611 -1.72903
H -1.79810 0.78128 -0.28369
H -1.29976 -1.16284 1.21209
H -0.69095 -2.12195 -0.25405



Entry 12:
12
Properties=species:S:1:pos:R:3 method="wB97M-V/def2-TZVPD" relative_energy_ev=2.226 total_charge=0 e_tot_ev=-7223.3648 orbital_gap_ha=0.413 smiles=C[C@@]1(C#N)CN1
C -0.64562 1.22065 -0.38254
C -0.22955 -0.19948 -0.04147
C 1.10889 -0.29523 0.55128
N -0.10945 -0.43276 1.39497
C -0.61634 -1.18607 -1.04477
N -0.89964 -1.89640 -1.91391
H -0.07223 1.53668 -1.26086
H -0.38998 1.86959 0.46063
H -1.70946 1.31811 -0.60001
H 1.64997 -1.21444 0.30630
H 1.69224 0.58463 0.75862
H 0.22116 -1.30526 1.77177



Entry 13:
12
Properties=species:S:1:pos:R:3 method="wB97M-V/def2-TZVPD" relative_energy_ev=4.318 total_charge=0 e_tot_ev=-7221.2725 orbital_gap_ha=0.310
C 1.37264 -0.22776 -0.04127
C -0.54674 -1.14051 -0.47364
C 0.02209 0.18165 -0.79081
N -0.76046 1.14609 -0.05088
N -1.50125 0.54267 0.84284
C -1.36183 -0.76541 0.64641
H 1.29242 -1.08939 0.63043
H 2.09946 -0.50399 -0.80389
H 1.70009 0.62869 0.54570
H 0.24456 0.51411 -1.80448
H -0.68788 2.15235 -0.02188
H -1.87310 -1.43849 1.32146



Entry 14:
12
Properties=species:S:1:pos:R:3 method="wB97M-V/def2-TZVPD" spin_multiplicity=3 relative_energy_ev=3.220 total_charge=0 e_tot_ev=-7217.8746 orbital_gap_ha="0.318 / 0.329" s_squared=2.01
C 1.38527 -0.32988 0.52948
C 1.30552 0.89566 1.32957
C 0.71539 0.66922 -0.53666
C -2.06851 -0.09786 -0.07621
N 0.86330 1.74574 0.47669
N 1.71180 -1.53479 0.50140
H 1.43308 0.80665 -1.34370
H -0.28400 0.46021 -0.80007
H -1.38001 -0.83559 0.08133
H -2.30212 0.75069 0.56206
H -2.89887 -0.28493 -0.65671
H 1.51915 -2.24513 -0.06718



Entry 15:
13
Properties=species:S:1:pos:R:3 method="wB97M-V/def2-TZVPD" relative_energy_ev=1.093 total_charge=0 e_tot_ev=-9272.4091 orbital_gap_ha=0.361 smiles="NC1=CCN=C1O"
N -1.82177 0.60958 -0.18678
C -0.45835 0.29335 -0.03011
C -0.05015 -1.10439 0.23247
O -0.96536 -2.08534 0.31737
N 1.20736 -1.28725 0.34162
C 1.80155 0.00158 0.00988
C 0.67775 0.99120 -0.14550
H -1.95705 1.52304 -0.60349
H -2.32321 0.57870 0.69573
H -1.78187 -1.73547 -0.07363
H 2.30792 -0.15171 -0.95243
H 2.57033 0.31264 0.72588
H 0.79288 2.05407 -0.33099



Entry 16:
13
Properties=species:S:1:pos:R:3 method="wB97M-V/def2-TZVPD" relative_energy_ev=1.160 total_charge=0 e_tot_ev=-9272.3414 orbital_gap_ha=0.349 smiles=COc1c[nH]cn1
C -0.08432 -1.90323 -1.31502
O 0.49429 -0.60949 -1.36952
C 0.33536 0.14464 -0.25613
C -0.51690 1.20873 -0.15181
N -0.29195 1.70967 1.11086
C 0.65830 0.92900 1.68812
N 1.05961 -0.03276 0.89060
H 0.61050 -2.63581 -0.88828
H -0.32387 -2.18013 -2.34489
H -1.00876 -1.89792 -0.72311
H -1.22097 1.63321 -0.85091
H -0.73961 2.51230 1.52280
H 1.02830 1.12178 2.68729



Entry 17:
13
Properties=species:S:1:pos:R:3 method="wB97M-V/def2-TZVPD" relative_energy_ev=1.718 total_charge=0 e_tot_ev=-9271.7834 orbital_gap_ha=0.333 smiles=COc1c[nH]cn1
C -1.01854 -0.38737 2.08651
O -1.04672 0.56777 1.02893
C -0.22493 0.33403 -0.00988
C -0.17872 1.05288 -1.19911
N 0.94369 0.52720 -1.83057
C 1.39315 -0.50086 -1.10371
N 0.72210 -0.64185 0.02358
H -1.28869 -1.37878 1.71297
H -1.75767 -0.05065 2.81737
H -0.03491 -0.45060 2.56514
H -0.97128 1.20099 -1.91516
H 1.36711 0.93038 -2.65152
H 2.09538 -1.20313 -1.52455



Entry 18:
13
Properties=species:S:1:pos:R:3 method="wB97M-V/def2-TZVPD" relative_energy_ev=0.558 total_charge=0 e_tot_ev=-9272.9442 orbital_gap_ha=0.321 smiles=Cc1ncc(O)[nH]1
C -1.22271 1.69394 0.64766
C -0.52289 0.52824 0.03169
N -0.69440 0.08806 -1.18544
C 0.18012 -0.97062 -1.34235
C 0.89234 -1.14678 -0.19301
O 1.88401 -1.98294 0.19948
N 0.44104 -0.20112 0.68830
H -1.75839 2.21902 -0.14553
H -0.51238 2.39100 1.10696
H -1.94763 1.39376 1.41294
H 0.24731 -1.52816 -2.26719
H 2.25596 -2.38931 -0.59289
H 0.75762 -0.09510 1.63938



Entry 19:
13
Properties=species:S:1:pos:R:3 method="wB97M-V/def2-TZVPD" relative_energy_ev=4.657 total_charge=0 e_tot_ev=-9268.8447 orbital_gap_ha="0.272 / 0.304"
C -0.84664 -0.10067 -1.49799
C -0.37516 -0.61063 1.96171
O 0.21318 -0.94972 0.86784
C 0.92176 -0.12906 0.08935
N 0.57783 -0.33941 -1.24408
C 1.38732 1.09380 0.63711
N 1.89264 2.05294 1.06919
H -1.01494 0.03182 -2.56668
H -1.42708 -0.96914 -1.16716
H -1.23247 0.78182 -0.96301
H -0.87094 -1.41352 2.48376
H -0.42359 0.43818 2.22866
H 1.19807 0.11359 -1.89870



Entry 20:
13
Properties=species:S:1:pos:R:3 method="wB97M-V/def2-TZVPD" relative_energy_ev=3.655 total_charge=0 e_tot_ev=-9269.8464 orbital_gap_ha=0.339
C -2.20966 0.55717 0.18524
C -1.31547 -0.44204 0.40799
C -0.35508 -0.98195 -0.52591
N 0.90138 -0.75638 -0.69413
C 1.40677 0.27266 0.13739
N 2.75311 0.41111 0.01708
O 0.72637 0.97132 0.87350
H -2.26558 1.16946 -0.71055
H -2.39699 -0.89563 0.33636
H -2.97874 0.72570 0.94403
H -0.77190 -1.80419 -1.11317
H 3.22484 1.04136 0.64506
H 3.28096 -0.26858 -0.50289